64
Properties=species:S:1:pos:R:3 method="wB97M-V/def2-TZVPD" lumo_ev="-12.5533 / -12.6950" spin_multiplicity=4 charge=+3 orbital_gap_ev="6.52 / 6.75" total_energy_ha=-2496.5462 s2=3.7869
C -0.68 -0.13 -4.62
I -1.85 -0.08 -2.71
H 0.40 -0.11 -4.41
H -1.00 0.73 -5.20
H -0.99 -1.06 -5.10
Tc 0.30 0.02 -1.02
P 0.37 2.28 -1.65
C -1.16 3.29 -1.70
C 1.54 3.28 -0.66
H 1.49 4.32 -0.99
H 0.86 3.59 -3.62
H 2.56 2.89 -0.81
H 2.07 2.29 -3.37
H -1.53 3.47 -0.68
H 1.30 3.22 0.41
C 1.01 2.54 -3.35
H -0.93 4.25 -2.18
H 0.48 1.90 -4.06
H -1.94 2.77 -2.27
P 0.49 -2.27 -1.40
C -0.97 -3.36 -1.41
C 1.25 -2.67 -3.02
H 2.66 -2.71 -0.41
H 1.61 -4.16 -0.37
H 1.36 -2.85 0.82
C 1.64 -3.07 -0.22
H 2.31 -2.39 -2.99
H 1.15 -3.75 -3.18
H -0.68 -4.32 -1.86
H -1.77 -2.92 -2.01
H 0.75 -2.13 -3.83
H -1.33 -3.53 -0.39
Cl 2.56 0.08 -1.76
C -2.18 1.93 1.47
C -0.74 1.65 1.90
C -0.60 1.88 3.42
P -0.06 0.03 1.24
C 1.50 -0.12 2.31
C 1.42 -1.20 3.40
C 2.82 -0.21 1.55
C -1.35 -1.25 1.74
C -1.86 -1.22 3.19
C -2.57 -1.26 0.82
H -2.90 1.37 2.07
H -2.36 1.72 0.41
H -2.38 3.00 1.64
H -0.07 2.38 1.40
H -1.07 1.08 4.00
H 0.43 2.00 3.76
H -1.12 2.81 3.66
H 1.50 0.86 2.81
H 1.09 -2.17 3.01
H 2.42 -1.35 3.84
H 0.76 -0.91 4.23
H 2.97 0.65 0.88
H 2.90 -1.14 0.98
H 3.65 -0.20 2.29
H -0.78 -2.19 1.61
H -2.47 -0.33 3.41
H -2.52 -2.09 3.32
H -1.07 -1.31 3.94
H -2.34 -0.96 -0.22
H -2.99 -2.27 0.78
H -3.36 -0.59 1.18